Entry from the OMol25 dataset: a structure of composition C20H15F3NO3ReS5 at a distorted geometry (wB97M-V/def2-TZVPD).

Each line ends with the Löwdin charge.
Cartesian coordinates (Å):
Re  0.13818  -0.29070  0.58544  0.674
S  2.34280  -0.61563  1.08086  0.697
C  2.89845  1.08163  1.14565  -0.592
C  4.25935  1.33308  1.01934  -0.083
C  4.74700  2.62930  1.09427  -0.045
C  3.88698  3.69759  1.30576  -0.051
C  2.52805  3.46470  1.44695  -0.080
C  2.04477  2.16862  1.35207  -0.505
S  0.29407  1.88759  1.57955  0.956
C  -0.45228  2.77313  0.15844  -0.312
C  -1.54128  1.95254  -0.49195  -0.284
C  -2.48689  2.54958  -1.29804  0.014
C  -3.41517  1.75557  -1.95087  0.011
C  -3.40387  0.38179  -1.77349  0.019
C  -2.45842  -0.16864  -0.93705  -0.303
C  -2.41635  -1.63493  -0.63344  -0.283
S  -0.70941  -2.31204  -0.42458  0.960
C  -1.00126  -3.38667  0.94224  -0.535
C  -1.18594  -4.74247  0.71724  -0.069
C  -1.42956  -5.57483  1.80053  -0.049
C  -1.48540  -5.04427  3.08326  -0.047
C  -1.29370  -3.68641  3.30118  -0.084
C  -1.03713  -2.84893  2.22197  -0.612
S  -0.74697  -1.12377  2.47936  0.677
N  -1.54780  0.61099  -0.31219  -0.065
H  4.93431  0.50381  0.84926  0.116
H  5.80934  2.80348  0.98816  0.118
H  4.27061  4.70627  1.37364  0.117
H  1.84876  4.28770  1.63427  0.118
H  0.34821  2.94186  -0.56084  0.100
H  -0.85203  3.72810  0.49270  0.101
H  -2.47796  3.62235  -1.43255  0.134
H  -4.14688  2.20952  -2.60654  0.130
H  -4.11511  -0.25407  -2.28128  0.134
H  -2.92685  -2.20787  -1.40346  0.106
H  -2.90066  -1.81140  0.32905  0.105
H  -1.13543  -5.13918  -0.28906  0.118
H  -1.57221  -6.63486  1.64122  0.117
H  -1.67109  -5.69692  3.92587  0.118
H  -1.32312  -3.28130  4.30495  0.114
F  2.35829  2.02479  -3.41421  0.154
C  1.27919  1.28988  -3.67282  -0.678
F  1.38751  0.74728  -4.87315  0.170
F  0.20931  2.09096  -3.64425  0.137
S  1.09103  -0.04853  -2.43814  0.535
O  -0.21195  -0.59313  -2.74652  -0.313
O  2.22404  -0.90946  -2.52602  -0.240
O  1.04445  0.76390  -1.14276  -0.519

The spin multiplicity is 2. For the HOMO energy (alpha / beta), the calculation gives -11.15 / -11.31 eV. Its LUMO energy (alpha / beta) is -4.98 / -5.09 eV. As for the frontier orbital gap (alpha / beta): 6.18 / 6.22 eV. Its net charge is +1.

Entry from the OMol25 dataset: a structure of composition C20H15GaNOS4 (wB97M-V/def2-TZVPD).

Each line ends with the Löwdin charge.
Cartesian coordinates (Å):
Ga  0.29807  0.62460  -1.15643  -0.214
S  0.20871  0.38244  -3.38432  0.705
C  0.45131  -1.36890  -3.21321  -0.663
C  -0.31395  -2.24615  -3.97773  -0.088
C  -0.15533  -3.61542  -3.85381  -0.052
C  0.76939  -4.14467  -2.96255  -0.059
C  1.55143  -3.29279  -2.20269  -0.083
C  1.38375  -1.91903  -2.32225  -0.546
S  2.39465  -0.78638  -1.39870  1.011
C  2.25542  -1.31711  0.32513  -0.357
C  1.98505  -0.12252  1.21140  -0.297
C  2.40632  -0.12383  2.53028  0.018
C  2.06167  0.93757  3.34854  0.000
C  1.31572  1.98284  2.82701  0.020
C  0.94837  1.93610  1.49620  -0.286
C  0.19232  3.06459  0.84946  -0.331
S  -0.99614  2.51489  -0.40044  1.026
C  -2.17516  1.61971  0.58378  -0.496
C  -3.11901  2.39660  1.25700  -0.098
C  -4.07325  1.79597  2.05172  -0.065
C  -4.08656  0.40878  2.15541  -0.055
C  -3.16873  -0.36050  1.46835  -0.104
C  -2.18872  0.22080  0.65500  -0.606
S  -1.14380  -0.88056  -0.24082  0.785
N  1.28270  0.90314  0.71476  0.031
H  -1.04568  -1.84206  -4.66406  0.114
H  -0.76291  -4.27732  -4.45611  0.116
H  0.89027  -5.21485  -2.86839  0.114
H  2.29891  -3.69392  -1.52994  0.116
H  3.17149  -1.80776  0.64644  0.097
H  1.42532  -2.02282  0.40392  0.085
H  2.98002  -0.95856  2.90825  0.131
H  2.36839  0.94951  4.38568  0.127
H  1.02816  2.82648  3.43869  0.130
H  0.87976  3.73133  0.32378  0.089
H  -0.33908  3.65721  1.59130  0.102
H  -3.10237  3.47385  1.14402  0.113
H  -4.80607  2.39684  2.57128  0.113
H  -4.83031  -0.07967  2.77093  0.116
H  -3.20457  -1.43930  1.54351  0.108
O  2.85528  3.09571  -2.61968  0.144
C  2.10914  2.59515  -1.95070  -0.013

For the HOMO energy, the calculation gives -11.02 eV. Its LUMO energy is -3.30 eV. As for the energy relative to the best compared isomer or geometry (same formula, charge and spin): 6.3 kcal per mole. As for the frontier orbital gap: 7.73 eV. Its net charge is +1.

Entry from the OMol25 dataset: a structure of composition C20H15N3O2Pt (wB97M-V/def2-TZVPD).

Each line ends with the Löwdin charge.
Cartesian coordinates (Å):
Pt  -0.02857  0.64466  0.33823  1.233
C  4.24767  0.83581  -0.01672  -0.034
C  2.87205  0.91551  -0.31263  -0.087
N  1.96312  0.58104  0.56918  -0.073
C  2.31398  0.13502  1.82281  -0.134
C  3.66225  0.02599  2.18033  -0.156
C  4.62980  0.39587  1.21361  -0.001
C  3.99937  -0.44185  3.47401  -0.052
C  2.99351  -0.77762  4.32903  -0.077
C  1.62933  -0.67207  3.97584  -0.008
C  1.24381  -0.21228  2.73017  -0.197
N  -0.01234  -0.03767  2.20385  -0.097
C  -1.25889  -0.20181  2.75776  -0.196
C  -1.61880  -0.61540  4.02666  -0.008
C  -2.97637  -0.71955  4.40588  -0.077
C  -3.99846  -0.42297  3.55613  -0.052
C  -3.68685  0.01215  2.24441  -0.155
C  -4.67350  0.35836  1.28870  0.000
C  -4.31469  0.77964  0.04488  -0.032
C  -2.94493  0.86558  -0.27394  -0.085
N  -2.01842  0.54890  0.59542  -0.067
C  -2.34564  0.11925  1.86097  -0.132
H  4.96734  1.12367  -0.76923  0.109
H  2.49958  1.25253  -1.27106  0.115
H  5.67974  0.32129  1.47111  0.120
H  5.03997  -0.52734  3.75726  0.109
H  3.23299  -1.14166  5.32027  0.107
H  0.90535  -0.96977  4.71066  0.077
H  -0.87999  -0.86563  4.76447  0.077
H  -3.19608  -1.04828  5.41389  0.107
H  -5.03355  -0.50692  3.85939  0.109
H  -5.71814  0.28381  1.56683  0.121
H  -5.04843  1.05296  -0.69931  0.109
H  -2.59387  1.19554  -1.24228  0.116
C  -0.13373  3.34710  -2.94890  -0.012
C  -0.19043  2.71507  -1.57562  -0.727
O  -0.02431  1.41053  -1.58126  -0.272
O  -0.36618  3.37963  -0.56677  -0.008
H  -0.18297  2.60670  -3.74302  0.071
H  0.80149  3.90222  -3.03876  0.081
H  -0.94573  4.06610  -3.04773  0.079

For the HOMO energy, the calculation gives -7.06 eV. Its LUMO energy is -0.19 eV. As for the frontier orbital gap: 6.87 eV.

no.,DFT total energy (a.u.)
1,-3420.3080
2,-4418.5598
3,-1205.3011